{"formula": "AsF6H16O8", "method": "the ωB97M-V functional and the def2-TZVPD basis", "e_tot_ha": -3446.4020, "gap_ev": [9.896, 2.163], "total_charge": 0, "relative_energy_kcal_mol": 25.68, "lumo_energy_ha": [-0.0357, -0.3197], "multiplicity": 2, "fmax_ha_per_bohr": 0.074, "symbols": ["F", "H", "H", "H", "H", "H", "H", "F", "O", "H", "H", "F", "H", "O", "O", "O", "F", "F", "F", "H", "O", "H", "O", "H", "O", "H", "As", "H", "O", "H", "H"], "xyz": [[-1.1172, 1.4896, -0.3406], [-1.6111, 2.5806, -2.5862], [3.0236, -1.8828, -1.2571], [-4.3254, -1.4251, 0.6337], [2.2315, 2.0179, -2.6002], [-1.0457, 3.3574, 1.3146], [1.1415, 1.6077, -1.6329], [-2.3013, -0.4948, 0.8270], [-4.8412, -2.0921, 0.1805], [-5.4814, -2.3828, 0.8300], [-0.1240, 2.5668, -2.8693], [0.9004, 0.0113, -0.7408], [1.1843, 0.9497, 4.6047], [-0.9540, 2.9117, -3.1984], [3.9718, -1.8826, -1.1264], [-0.4569, 4.0581, 1.0342], [-0.0888, 0.3446, 1.7072], [-0.1049, -1.9203, 0.6145], [-1.3148, -0.8476, -1.4576], [1.5121, -2.5857, 1.9877], [1.4964, 2.3666, -2.0959], [1.0219, -3.6010, 2.9981], [1.4349, 1.3428, 3.7687], [4.1076, -1.3331, -0.3545], [0.6356, -2.4605, -2.4163], [0.7332, 1.0947, 3.1668], [-0.6128, -0.2526, 0.0923], [0.0946, -1.7376, -2.0986], [1.8128, -3.2979, 2.5521], [0.1160, -3.2448, -2.2394], [-1.0386, 4.7419, 0.7022]], "atomic_forces_ev_per_a": [[0.7132, -1.9084, 0.1026], [-1.0460, -0.4911, 0.9161], [-0.4073, -0.1449, -0.1175], [0.3834, 0.2066, 0.0597], [0.3170, -0.0570, -0.2577], [-0.1748, -0.5790, 0.1398], [0.1111, -0.5548, 0.7292], [2.4560, 0.3941, -1.0711], [-0.1446, -0.1039, -0.2158], [-0.1692, -0.1141, 0.1158], [2.8000, -0.6779, 0.7241], [-0.4335, -0.0062, 0.5575], [0.0181, -0.0902, 0.2207], [-1.2071, 1.0933, -1.1968], [0.2261, 0.0385, -0.1769], [0.3919, 0.1175, -0.1936], [-0.3157, -0.4534, -2.1698], [-0.6247, 2.2766, -1.0300], [0.7562, 0.7725, 1.3667], [-0.1593, 0.1854, -0.2056], [-0.8537, 0.5605, -0.5247], [-0.1891, -0.0639, 0.0751], [0.2302, 0.2698, 0.1734], [0.0787, 0.0851, 0.2528], [0.7409, -0.1103, -0.3722], [-0.0837, -0.1049, -0.2263], [-3.0397, -0.6703, 2.1609], [-0.3572, 0.1902, 0.0218], [0.3237, -0.1375, 0.1308], [-0.1463, -0.3218, 0.1059], [-0.1945, 0.3994, -0.0949]], "nbo_charge": [-0.663, 0.504, 0.477, 0.480, 0.496, 0.486, 0.501, -0.620, -0.942, 0.462, 0.511, -0.623, 0.463, -0.376, -0.938, -0.786, -0.620, -0.608, -0.619, 0.477, -0.950, 0.465, -0.938, 0.466, -0.859, 0.479, 2.788, 0.482, -0.942, 0.479, 0.469]}